No. 1
Formula: C2HCl3O3
Source: OMol25
Level of theory: wB97M-V/def2-TZVPD

XYZ file:
```
9
Properties=species:S:1:pos:R:3:forces:R:3:nbo_charge:R:1
C -0.1854 0.3116 -0.8835 -1.209 0.654 0.032 0.040
C 0.6421 1.0789 0.0783 -0.516 1.595 1.913 0.125
O -1.2262 1.2854 -0.8205 0.850 -2.385 -1.027 -0.193
O -0.5061 1.9967 0.1663 1.804 0.578 1.117 -0.227
O -0.9737 -2.4775 0.5619 -1.767 1.966 0.190 -0.840
Cl -0.3935 -1.2831 -0.8501 -0.240 -0.541 -0.609 0.573
Cl 0.9246 0.3311 1.7293 -0.112 0.463 -1.457 0.020
Cl 2.0980 1.9387 -0.4502 -0.553 -0.546 0.012 0.058
H -0.3798 -3.1818 0.4685 1.743 -1.784 -0.170 0.444
```
Forces are in eV/Å.

Output
**Largest force on an atom**: 0.05314 hartree/bohr
**E_LUMO (alpha / beta)**: -1.401 / -1.360 eV
**Relative energy (zero: lowest compared OMol25 entry of this formula, charge and spin)**: 756.5 kJ/mol
**HOMO energy (alpha / beta)**: -9.99 / -9.50 eV
**Total energy**: -45791.70332 eV

=====

No. 2
Formula: C11H16N2O5
Source: OMol25
Level of theory: wB97M-V/def2-TZVPD

XYZ file:
```
34
Properties=species:S:1:pos:R:3:forces:R:3:nbo_charge:R:1
C -1.5449 -3.3121 0.6430 2.552 2.894 -8.462 -0.547
H -0.5893 -3.4410 -0.1081 -1.878 0.285 1.873 0.165
H -1.9087 -4.1939 0.6486 -2.279 -6.465 0.696 0.199
H -1.1837 -3.0168 1.5058 1.153 2.015 4.231 0.207
C -2.5810 -2.4945 -0.1559 -0.215 5.463 10.075 -0.395
C -2.1625 -0.9883 -0.0178 -1.505 1.330 -1.630 -0.147
C -0.9479 -0.6820 -0.2645 6.593 2.962 -4.931 -0.010
N -0.4408 0.7582 -0.6254 -4.323 -2.833 1.465 -0.495
C -1.3337 1.8233 -0.4014 1.199 -3.215 0.879 0.791
O -0.9119 2.9059 -0.4741 1.293 5.198 -1.082 -0.619
N -2.5977 1.6352 0.1154 3.298 -11.530 -2.143 -0.629
C -3.1644 0.2504 0.1539 5.685 -1.458 0.101 0.689
O -4.1802 -0.1807 0.5096 -5.155 1.371 1.059 -0.543
H -3.1564 2.2923 0.3088 -4.982 6.722 1.639 0.398
C 0.9346 1.0579 -1.0862 0.382 1.146 4.763 0.265
O 1.6148 -0.1078 -1.0982 1.130 -4.131 -2.892 -0.584
C 2.7016 -0.4701 -0.1529 -2.103 7.058 1.193 0.097
C 2.5627 -1.8087 0.3656 -4.025 0.825 -4.549 -0.128
O 3.0165 -2.5615 -0.7945 1.128 -2.067 3.399 -0.690
H 2.3665 -2.3909 -1.3955 -2.580 0.458 -3.140 0.459
H 3.2956 -1.9012 0.9829 4.153 -1.021 4.621 0.194
H 1.4824 -1.8609 0.8555 2.107 -0.885 -1.295 0.184
H 3.6504 -0.0246 -0.5986 -0.922 -1.551 0.575 0.196
C 2.3401 0.7854 1.0738 3.910 -2.021 -8.513 0.074
O 3.5394 1.2845 1.3621 -4.966 -2.315 9.121 -0.744
H 4.2496 1.5694 0.9984 6.178 2.523 -4.984 0.502
C 1.7219 1.6703 0.1096 -3.049 9.169 0.005 -0.426
H 2.4977 2.6476 -0.4027 -1.885 -3.432 1.709 0.222
H 0.9855 2.4468 0.8265 1.796 -1.979 -2.406 0.241
H 1.7592 0.2780 1.7224 -1.407 -0.810 3.172 0.191
H 0.8402 1.7600 -1.9379 0.600 -0.941 -0.005 0.209
H -0.1493 -1.3152 -0.8326 -1.592 0.552 1.999 0.233
H -3.4753 -2.2705 0.6354 1.121 -1.720 -2.059 0.228
H -2.9300 -2.7615 -1.0291 -1.412 -1.593 -4.482 0.212
```
Forces are in eV/Å.

Output
**Largest force on an atom**: 0.23690 hartree/bohr
**E_LUMO**: 0.631 eV
**Relative energy (zero: lowest compared OMol25 entry of this formula, charge and spin)**: 1072.6 kJ/mol
**HOMO energy**: -8.85 eV
**Total energy**: -24874.16011 eV

=====

No. 3
Formula: C20H28FN4O5Pd
Source: OMol25
Level of theory: wB97M-V/def2-TZVPD

XYZ file:
```
59
Properties=species:S:1:pos:R:3:forces:R:3:nbo_charge:R:1
Pd -4.4989 -0.5482 0.4597 0.085 -0.158 0.217 0.824
N -5.3197 -2.6127 3.8719 -0.017 -0.044 -0.084 -0.782
C -5.1880 -2.1164 2.6361 0.006 0.215 0.082 0.704
O -4.9331 -0.9107 2.4684 0.095 -0.076 0.166 -0.633
C -5.3339 -2.9980 1.4385 -0.148 -0.276 0.102 -0.543
C -5.6828 -2.1032 0.2574 -0.089 0.054 -0.193 -0.486
H -5.1859 -2.0050 4.6618 -0.012 0.017 0.017 0.413
H -5.5460 -3.5781 4.0223 -0.020 -0.006 0.018 0.407
H -6.0672 -3.7923 1.6262 0.000 0.021 -0.024 0.218
H -4.3694 -3.4916 1.2909 0.032 0.044 -0.043 0.246
H -6.6949 -1.7053 0.3350 -0.100 -0.100 -0.021 0.194
H -5.5358 -2.5781 -0.7079 -0.021 -0.064 -0.013 0.213
C 1.7284 1.3295 -3.8707 0.033 0.112 -0.036 -0.623
C 1.4639 -0.1138 -3.4837 -0.124 -0.103 0.165 -0.205
N 0.5758 -0.2352 -2.3220 0.194 -0.027 0.066 -0.385
C -0.7559 -0.3586 -2.5351 -0.086 0.004 -0.142 0.124
C -1.7382 -0.4647 -1.6016 0.165 0.143 0.151 -0.319
C -3.1523 -0.5060 -2.2385 0.120 -0.379 0.162 0.787
O -3.1726 -0.6545 -3.4534 -0.070 0.145 -0.001 -0.672
O -4.1959 -0.3682 -1.5151 0.083 0.096 -0.181 -0.749
C -1.3230 -0.5173 -0.2065 0.074 0.048 -0.423 0.526
O -2.0409 -0.7337 0.7631 0.065 0.270 0.249 -0.636
C 0.1412 -0.2944 0.0238 -0.397 -0.107 -0.138 -0.169
C 0.6043 -0.2217 1.3315 -0.151 -0.021 0.179 -0.208
C 1.9267 -0.0092 1.5891 0.319 -0.025 -0.151 0.378
F 2.3510 0.0218 2.8747 -0.015 0.001 0.046 -0.337
C 2.8603 0.1610 0.5548 -0.029 0.154 0.281 0.086
C 2.4006 0.0906 -0.7449 -0.121 0.051 -0.141 -0.291
C 1.0495 -0.1565 -1.0255 0.084 0.063 -0.239 0.267
N 4.2441 0.4465 0.7656 0.064 -0.202 -0.065 -0.468
C 5.2047 -0.4772 0.1705 -0.053 -0.033 0.035 -0.246
C 6.3831 0.3454 -0.3613 0.108 0.255 0.126 -0.219
N 6.4272 1.6278 0.4404 -0.084 -0.173 0.055 -0.495
C 6.1972 1.3232 1.8982 0.078 0.103 -0.227 -0.232
C 4.7252 0.9125 2.0635 -0.051 0.035 -0.084 -0.232
H 2.3773 1.3758 -4.7464 -0.009 -0.009 0.016 0.224
H 2.2036 1.8853 -3.0597 -0.011 -0.026 -0.009 0.200
H 0.7953 1.8379 -4.1151 0.002 -0.031 -0.002 0.231
H 2.3855 -0.6533 -3.2669 0.041 -0.004 -0.007 0.194
H 0.9848 -0.6546 -4.2968 -0.021 0.053 -0.048 0.228
H -1.0710 -0.3784 -3.5724 0.016 0.000 0.019 0.258
H -0.1031 -0.3516 2.1422 0.026 0.005 -0.033 0.267
H 3.0907 0.2880 -1.5537 0.029 -0.021 0.036 0.211
H 4.7553 -1.0230 -0.6519 -0.073 -0.014 -0.008 0.252
H 5.5440 -1.2217 0.9007 0.040 0.005 0.012 0.201
H 6.2662 0.6350 -1.4032 -0.038 -0.039 -0.021 0.230
H 7.3438 -0.1470 -0.2280 -0.001 -0.044 -0.021 0.230
H 5.6553 2.2132 0.1163 -0.037 0.021 0.014 0.446
H 7.2989 2.1303 0.2868 0.056 -0.021 0.019 0.441
H 6.4513 2.2042 2.4809 -0.022 0.007 0.031 0.244
H 6.8945 0.5253 2.1435 -0.019 -0.021 0.062 0.223
H 4.1324 1.7701 2.3730 -0.063 0.013 0.018 0.232
H 4.6658 0.1619 2.8538 0.012 -0.043 0.010 0.224
C -6.2575 3.0562 0.5924 0.003 -0.050 -0.031 -0.244
O -5.8028 1.7988 0.1117 0.040 0.205 0.125 -0.743
H -7.3436 3.0786 0.7084 -0.020 -0.004 -0.023 0.166
H -5.9505 3.8792 -0.0567 0.010 0.011 -0.017 0.164
H -5.8051 3.2019 1.5708 0.000 0.000 0.014 0.180
H -6.0599 1.6803 -0.8068 0.022 -0.030 -0.065 0.484
```
Forces are in eV/Å.

Output
**Largest force on an atom**: 0.00843 hartree/bohr
**E_LUMO**: -3.208 eV
**Relative energy (zero: lowest compared OMol25 entry of this formula, charge and spin)**: 16.8 kJ/mol
**Net charge**: +1
**HOMO energy**: -8.88 eV
**Total energy**: -43582.85674 eV

=====

No. 4
Formula: C3H5NO2
Source: OMol25
Level of theory: wB97M-V/def2-TZVPD

XYZ file:
```
11
Properties=species:S:1:pos:R:3:forces:R:3:nbo_charge:R:1
N 0.2851 1.0004 -0.7187 0.059 0.064 -0.088 -0.630
C 1.1294 -0.0188 -0.0590 0.651 -0.064 -0.565 0.450
O 0.5515 -1.2360 -0.4308 0.111 -0.151 -0.203 -0.501
C -0.8197 -0.9301 -0.1330 -0.326 0.003 0.069 -0.110
C -0.5813 0.5009 0.3683 -0.354 0.062 0.337 0.168
O 0.5951 0.2753 1.2249 -0.390 0.169 0.221 -0.521
H 0.6504 1.9063 -0.4257 -0.136 -0.060 0.008 0.359
H 2.2020 -0.0285 -0.1980 0.122 0.007 0.172 0.190
H -1.1817 -1.6152 0.6370 -0.077 0.180 -0.089 0.194
H -1.4338 -0.9596 -1.0372 0.087 -0.057 0.152 0.195
H -1.3971 1.1052 0.7723 0.252 -0.152 -0.014 0.205
```
Forces are in eV/Å.

Output
**Largest force on an atom**: 0.01681 hartree/bohr
**E_LUMO**: 0.990 eV
**Relative energy (zero: lowest compared OMol25 entry of this formula, charge and spin)**: 264.6 kJ/mol
**HOMO energy**: -9.85 eV
**Total energy**: -8774.95223 eV